DFT (the ωB97M-V functional and the def2-TZVPD basis) results for a structure of composition C31H33F6LuN4O4P2S.

## Properties
Orbital gap (alpha / beta) = 7.5 / 7.9 eV
Net charge = +1
E_LUMO (alpha / beta) = -2.5 / -3.5 eV
HOMO (alpha / beta) = -10.031 / -11.331 eV
2S+1 = 2
E_tot = -126177.5574 eV
Energy relative to the best compared isomer or geometry (same formula, charge and spin) = 8.5 kcal/mol

Geometry as XYZ:
```
82
Properties=species:S:1:pos:R:3:forces:R:3:lowdin_charge:R:1
Lu 1.3703 16.4150 9.6295 0.3369 -0.5796 0.6515 1.57
C -2.3196 18.1488 10.3528 0.5037 -1.2015 1.2599 0.04
C -1.4782 17.4629 11.4331 -1.2950 0.8718 -0.1925 -0.28
N -0.2910 16.9019 11.3219 0.4084 0.5698 -1.4840 0.04
C 0.0584 16.3997 12.5361 -0.7138 0.1319 1.0222 -0.14
C -0.9515 16.6719 13.4168 0.3540 -0.2173 0.1276 -0.07
N -1.9086 17.3202 12.7058 0.0624 0.5038 0.1675 0.20
C -1.2219 16.4877 14.8652 0.3647 -0.7258 -0.0763 -0.44
O -0.4374 15.6152 15.5049 -0.8573 0.8141 0.1568 0.15
O -2.1559 17.1027 15.3225 0.4948 -0.4480 0.4211 0.13
C 1.2620 15.5730 12.6885 -0.5804 -0.3870 -0.4613 -0.56
O 1.4386 14.8894 13.6743 0.2792 -0.1341 0.7994 0.10
O 1.9784 15.5524 11.6225 0.5002 0.2014 -1.0681 -0.22
H -2.2565 19.2275 10.4058 0.0574 0.1923 0.0202 0.08
H -3.3582 17.8160 10.4767 0.2343 0.2157 -0.1133 0.10
H -1.9452 17.7881 9.4146 0.0373 0.0611 -0.6653 0.05
H -2.6896 17.7330 13.2254 0.1278 -0.1867 -0.5899 0.19
H 0.2537 15.2166 14.9208 0.0343 0.1742 -0.2214 0.08
C 0.9798 21.4652 9.4602 1.2185 -0.4286 1.1167 -0.03
C 0.0781 20.6720 8.6004 -0.6317 -0.6547 -0.4940 -0.27
C -1.2170 21.1336 8.4755 -1.3982 0.7941 -0.1152 -0.06
C -2.1829 20.5601 7.6607 0.2582 -0.3924 0.3930 -0.06
C -1.8614 19.4248 6.9440 -0.2165 -0.7856 0.2662 -0.07
C -0.6078 18.8728 7.0669 0.8429 1.2295 1.0273 -0.11
C 0.3608 19.5071 7.8852 0.0940 -0.0500 -0.5019 -0.32
P 1.9358 18.6191 7.8239 0.1999 -0.3898 1.1491 1.04
C 3.3134 19.5397 8.6093 0.3151 -0.1667 0.4950 -0.31
C 4.2113 20.2384 7.7991 0.2638 -0.3686 1.3437 -0.05
C 5.3891 20.7674 8.3572 -0.6961 0.0210 -0.1704 -0.05
C 5.6394 20.5611 9.6956 0.7866 0.5314 0.9922 -0.06
C 4.7505 19.8739 10.5169 -0.1683 0.1911 -1.1538 -0.03
C 3.5749 19.3674 10.0033 0.0560 -0.0106 -1.2252 -0.32
C 2.6342 18.6421 10.9060 -0.8345 1.2993 0.6231 -0.15
C 2.2792 18.5181 6.0777 -0.1502 1.0708 -0.9397 -0.33
C 2.1322 19.6731 5.2890 -0.5466 1.4936 0.8971 -0.09
C 2.3927 19.7751 3.9271 0.1929 -1.4083 1.3393 -0.03
C 2.7743 18.5745 3.3197 0.2998 1.3157 -1.2074 -0.08
C 2.8409 17.4252 4.0014 -0.1439 -1.1206 1.3868 -0.02
C 2.6072 17.3174 5.4327 0.1443 0.8795 -1.8906 -0.30
C 2.6950 16.1102 6.0404 0.3445 -1.0912 2.0882 0.06
H 0.4559 22.3640 9.7330 -0.0816 0.3293 0.4048 0.08
H 1.8826 21.7766 8.9399 0.1104 -0.0592 -0.0457 0.09
H 1.3236 20.9253 10.3967 -0.4904 0.6549 -1.0126 0.10
H -1.5284 22.0032 9.0432 0.1724 0.0784 0.0518 0.12
H -3.2170 20.8766 7.6646 0.1238 0.4057 -0.0208 0.12
H -2.6427 18.8690 6.4628 -0.1611 -0.0136 -0.5873 0.11
H -0.2712 17.9827 6.5874 -0.3494 -0.5905 -0.5420 0.09
H 3.9431 20.2744 6.7727 0.3522 0.4470 -0.7755 0.08
H 6.0770 21.3910 7.8083 -0.0048 -0.1530 -0.3691 0.11
H 6.5385 20.9985 10.1868 -0.6871 -0.4165 -0.6521 0.13
H 4.9829 19.7466 11.5395 0.1651 -0.1132 0.9938 0.11
H 2.5249 19.1818 11.8655 -0.0229 -0.1097 -0.3753 0.12
H 2.9671 17.6744 11.2150 0.3189 -0.8650 -0.0275 0.02
H 1.6034 18.6606 10.5039 0.1114 -0.0605 0.1415 0.03
H 1.7719 20.5796 5.8196 0.3225 -0.5168 -0.4041 0.13
H 2.3799 20.6855 3.3817 -0.2449 0.6542 -0.1790 0.10
H 3.0764 18.6092 2.2795 -0.1839 -0.2094 -0.0624 0.12
H 3.1085 16.5395 3.4714 0.1803 -0.6070 -0.1689 0.11
H 2.7336 15.9993 7.1516 -0.0803 0.1669 -1.5036 -0.04
H 2.8416 15.2281 5.4622 0.1182 -0.5489 -0.3005 0.07
S 4.1014 16.0863 9.3002 0.3557 -0.6850 0.1785 0.64
C 4.4686 14.3720 9.6171 -1.6065 1.9964 -0.7263 -0.72
N 5.3306 13.7804 8.8279 0.7494 -2.3233 0.5587 0.05
C 5.6441 12.3400 8.9528 -0.8550 -1.1546 0.3498 -0.13
C 5.3832 11.8150 10.3686 -0.4048 2.0952 0.2791 -0.15
C 3.9840 12.2825 10.7413 -0.9164 -0.4450 1.2441 -0.14
N 3.7622 13.7126 10.4921 0.0997 -0.1487 1.1431 0.04
H 5.6682 14.2674 8.0432 0.4411 0.7584 -0.7481 0.12
H 6.6626 12.0849 8.7326 0.5865 0.5364 -0.5403 0.12
H 4.9959 11.6817 8.3133 0.4634 1.0164 0.0615 0.14
H 6.0794 12.2051 11.1192 0.1405 0.0353 -0.3177 0.13
H 5.4639 10.7549 10.3682 -0.0987 -0.8696 0.0170 0.11
H 3.7188 12.0920 11.8134 0.3783 0.1393 -0.9024 0.15
H 3.2522 11.7535 10.1445 -0.2365 -0.3289 -0.1391 0.12
H 3.1071 14.2678 11.0933 0.7005 -0.5302 -0.3910 0.10
F -0.3857 16.0833 8.1769 -0.2670 -0.3928 0.1649 -0.30
P -0.3315 14.3168 8.2215 0.6377 0.1002 0.2651 0.25
F -0.0350 12.7766 8.4052 -0.1798 0.7439 -0.1220 -0.07
F -0.1398 14.6166 9.8567 -0.0909 -0.5007 -0.2342 -0.22
F -0.3376 14.3397 6.6712 -0.1481 -0.2834 -0.3773 -0.05
F 1.3374 14.6347 8.1715 0.1238 -0.2694 0.3801 -0.29
F -1.8702 14.2074 8.3732 -0.1208 0.2220 0.1170 -0.04
```
Forces are in eV/Å.

***

DFT (the ωB97M-V functional and the def2-TZVPD basis) results for a structure of composition C31H33FN5O8V.

## Properties
Orbital gap (alpha / beta) = 7.6 / 7.7 eV
Net charge = +2
E_LUMO (alpha / beta) = -5.5 / -5.6 eV
HOMO (alpha / beta) = -13.108 / -13.263 eV
2S+1 = 3
E_tot = -84906.5156 eV
Energy relative to the best compared isomer or geometry (same formula, charge and spin) = 1.6 kcal/mol

Geometry as XYZ:
```
79
Properties=species:S:1:pos:R:3:forces:R:3:lowdin_charge:R:1
V -0.1689 0.1322 -0.1433 0.7967 -0.5430 -0.3456 1.12
C -4.5722 -0.5294 6.1952 0.0579 -0.0216 0.0400 -0.05
C -4.9015 0.2521 4.9370 0.1768 -0.0353 -0.0792 -0.16
N -3.7143 0.4459 4.0663 -0.1118 0.1519 0.2447 0.00
C -3.5385 -0.3789 3.0354 -0.1674 -0.1670 -0.0255 0.07
C -2.4927 -0.3004 2.1539 -0.1167 -0.1182 -0.1174 -0.01
C -2.4905 -1.2377 0.9740 0.4234 0.5368 -0.2354 -0.52
O -3.1369 -2.2471 0.9784 -0.1636 -0.2114 -0.0383 0.14
O -1.7586 -0.7899 -0.0324 -1.1705 -0.6508 0.3554 -0.13
C -1.5205 0.6873 2.3393 0.2528 0.0512 -0.2320 -0.22
O -0.4925 0.8045 1.5792 -0.3777 0.9493 1.7556 -0.12
C -1.6968 1.5927 3.4439 0.0569 0.0284 0.0939 -0.04
C -0.7789 2.6300 3.6734 0.1456 -0.0149 -0.1652 0.10
C -0.9580 3.4706 4.7207 0.0160 0.0851 0.0698 -0.18
F -0.0425 4.4342 4.9596 0.1531 -0.0855 -0.0986 0.07
C -2.0515 3.3694 5.6051 -0.0692 0.1853 0.1160 -0.13
C -2.9526 2.3505 5.3795 -0.1944 -0.1133 -0.0022 0.07
C -2.7907 1.4551 4.3080 -0.1457 -0.0718 0.1350 -0.10
N -2.2398 4.2748 6.6585 0.1893 -0.0471 0.1067 -0.08
C -1.7409 5.6410 6.6383 -0.2299 -0.0445 -0.0386 -0.12
C -0.5140 5.8229 7.5116 -0.0017 -0.0628 0.2181 -0.07
N -0.8581 5.3549 8.9126 -0.0405 -0.1286 -0.1615 0.07
C -1.3642 3.9273 8.9218 0.1113 0.2080 -0.0216 -0.07
C -2.5720 3.8271 8.0001 -0.0019 0.0817 -0.1572 -0.12
H -5.4709 -0.6429 6.8016 0.0246 0.0071 -0.0151 0.09
H -3.8111 -0.0283 6.7969 -0.0369 -0.0202 -0.0203 0.07
H -4.2044 -1.5259 5.9471 -0.0151 0.0348 0.0048 0.09
H -5.3244 1.2280 5.1542 -0.0347 0.0860 0.0023 0.12
H -5.6378 -0.2735 4.3366 -0.0261 -0.0466 -0.0361 0.13
H -4.2903 -1.1474 2.8903 0.0489 0.0208 -0.0125 0.16
H 0.0766 2.7508 3.0201 -0.0315 -0.0361 0.0261 0.15
H -3.8200 2.2816 6.0210 0.0532 -0.0124 -0.0394 0.12
H -2.5404 6.2951 7.0084 -0.0146 0.0114 -0.0204 0.14
H -1.5130 5.9663 5.6290 -0.0453 -0.0044 0.0144 0.14
H -0.2022 6.8628 7.5787 -0.0174 0.0351 0.0047 0.15
H 0.3169 5.2124 7.1704 0.0440 -0.0311 0.0129 0.13
H -1.5800 5.9674 9.2980 -0.0395 0.0298 0.0316 0.18
H -0.0486 5.4469 9.5259 0.0672 -0.0217 0.0079 0.19
H -1.5984 3.6623 9.9503 -0.0356 0.0154 0.0288 0.14
H -0.5450 3.3081 8.5630 0.0520 -0.0231 0.0047 0.14
H -3.3886 4.4394 8.3997 -0.0356 -0.0300 0.0050 0.14
H -2.9105 2.7947 8.0026 -0.0100 -0.0231 -0.0576 0.13
O 1.5691 1.3185 -0.1305 0.1779 0.1698 0.0107 -0.17
C 2.8947 0.7577 -0.3249 -0.2624 0.0219 0.0682 -0.17
C 3.4763 0.3768 1.0173 -0.0300 -0.0512 0.1312 -0.14
C 2.4677 -0.3586 1.9158 -0.0075 -0.0290 -0.1058 -0.12
C 1.9431 -1.6123 1.2716 -0.0825 0.1612 -0.1209 -0.23
C 2.5549 -2.8300 1.5235 0.0628 -0.0652 0.0713 0.01
C 2.1214 -3.9773 0.8845 0.0981 -0.0635 0.0669 -0.01
C 1.0788 -3.8835 -0.0202 0.0117 -0.1036 -0.0658 -0.02
C 0.5152 -2.6506 -0.2413 -0.0083 0.2604 0.0835 -0.07
N 0.9167 -1.5258 0.3963 0.3866 -0.6744 -0.0197 0.03
H 1.3533 1.8856 -0.9234 0.0391 0.0496 -0.1467 0.07
H 3.5066 1.5040 -0.8203 0.0920 0.0982 -0.0439 0.14
H 2.8220 -0.1062 -0.9815 -0.0763 -0.1239 -0.1152 0.13
H 3.8194 1.2702 1.5400 0.0003 0.0016 0.0243 0.12
H 4.3481 -0.2562 0.8385 0.0390 0.0378 0.0196 0.13
H 1.6493 0.3180 2.1509 -0.0400 -0.0385 0.0261 0.09
H 2.9486 -0.6345 2.8530 0.0546 0.0342 0.0114 0.12
H 3.3762 -2.8635 2.2283 -0.0373 -0.0129 -0.0298 0.13
H 2.5951 -4.9307 1.0840 -0.0165 0.0433 0.0053 0.13
H 0.7022 -4.7457 -0.5530 0.0287 0.0352 0.0171 0.13
H -0.2928 -2.5409 -0.9484 -0.1000 0.0640 -0.0020 0.12
O 0.5828 2.2995 -2.3365 0.1269 0.2773 0.0287 0.08
C -0.0446 1.3123 -2.7059 0.1645 -0.2443 0.0382 -0.48
O -0.0575 0.2109 -1.9801 -0.1062 0.3627 -1.3080 -0.14
C -0.8288 1.2961 -3.9636 0.0212 -0.1597 0.0815 -0.13
C -0.5557 2.2227 -4.9629 -0.0135 0.1018 -0.0214 0.02
C -1.3081 2.2153 -6.1253 0.1556 0.1186 0.0091 0.03
C -2.3233 1.2885 -6.2401 -0.0850 -0.0838 -0.4087 -0.12
C -2.6191 0.3641 -5.2642 -0.0101 -0.1399 0.1511 0.02
C -1.8494 0.3660 -4.1136 -0.1170 -0.1429 -0.0428 0.01
N -3.1483 1.2873 -7.4832 -0.3157 0.4480 0.3937 -0.35
O -4.0802 0.5154 -7.5280 0.1190 -0.2145 -0.0502 0.09
O -2.8837 2.1175 -8.3222 0.1988 -0.0834 -0.1307 0.10
H 0.2415 2.9404 -4.8248 -0.0164 -0.0104 0.0007 0.13
H -1.1223 2.9103 -6.9311 -0.0055 -0.0134 0.0148 0.13
H -3.4281 -0.3352 -5.4132 0.0056 0.0022 0.0000 0.13
H -2.0457 -0.3519 -3.3288 0.0115 0.0130 -0.0007 0.12
```
Forces are in eV/Å.